Record 1
Below is a cluster of 2 separate species, C4H14N2O in total at a distorted geometry, with properties calculated with wB97M-V/def2-TZVPD.

**LUMO**: 0.03594 hartree
**ΔE to the lowest compared entry with this formula, charge and spin**: 33.7 kcal/mol
**DFT total energy**: -9402.1465 eV
**Net charge**: 0
**SMILES**: CCCNCN.O
**Highest occupied orbital energy**: -8.824 eV

Atoms and positions in Å:
C (0.06474, -2.26364, -0.55927)
C (-0.45890, -1.66769, 0.77397)
C (-1.14119, -0.34290, 0.47592)
N (-0.20207, 0.70363, 0.01545)
C (-0.84892, 1.99566, -0.07895)
N (-0.13702, 2.89270, -0.94948)
H (-0.73942, -2.69232, -1.15688)
H (0.60494, -1.51079, -1.12290)
H (0.68755, -3.12156, -0.29138)
H (0.42347, -1.38561, 1.34764)
H (-1.17139, -2.33781, 1.24032)
H (-1.95335, -0.45054, -0.25499)
H (-1.66307, 0.11416, 1.34478)
H (0.46395, 0.71929, 0.78772)
H (-0.97925, 2.43606, 0.91882)
H (-1.85232, 1.81804, -0.50519)
H (-0.73762, 3.60593, -1.30350)
H (0.47184, 2.54393, -1.67067)
O (3.03640, -0.25064, 0.73025)
H (3.79753, -0.26233, 0.12667)
H (2.33411, -0.54356, 0.13165)

Record 2
Below is a cluster of 2 separate species, C4H14N2O in total at a distorted geometry, with properties calculated with wB97M-V/def2-TZVPD.

**LUMO**: 0.02579 hartree
**ΔE to the lowest compared entry with this formula, charge and spin**: 47.9 kcal/mol
**DFT total energy**: -9401.5290 eV
**Net charge**: 0
**SMILES**: CNCCCN.O
**Highest occupied orbital energy**: -9.021 eV

Atoms and positions in Å:
C (0.81331, -0.75424, 1.53993)
N (0.82867, 0.39561, 0.52144)
C (-0.23023, 0.28083, -0.48145)
C (-1.40000, 1.14590, 0.01943)
C (-1.56377, 2.49670, -0.68996)
N (-1.94615, 2.46139, -2.09945)
H (0.09775, -0.35449, 2.26087)
H (0.52351, -1.72572, 1.12831)
H (1.82872, -0.92685, 1.87672)
H (1.74033, 0.18194, 0.12476)
H (-0.69819, -0.69323, -0.68682)
H (0.22155, 0.62066, -1.42201)
H (-1.41077, 1.37114, 1.09788)
H (-2.39713, 0.63931, -0.06078)
H (-0.67858, 3.13589, -0.57229)
H (-2.34902, 3.04390, -0.11078)
H (-1.64002, 1.59182, -2.51746)
H (-2.94885, 2.55474, -2.18182)
O (3.97395, -4.95345, 0.98972)
H (3.77150, -4.77848, 0.06360)
H (3.46342, -5.73335, 1.20018)

Record 3
Below is a cluster of 2 separate species, C4H14N2O in total at a distorted geometry, with properties calculated with wB97M-V/def2-TZVPD.

**LUMO**: 0.02550 hartree
**ΔE to the lowest compared entry with this formula, charge and spin**: 54.1 kcal/mol
**DFT total energy**: -9401.2618 eV
**Net charge**: 0
**SMILES**: CC[C@@H](N)CN.O
**Highest occupied orbital energy**: -8.462 eV

Atoms and positions in Å:
C (1.08899, -1.59683, -1.37456)
C (1.64530, -1.17867, 0.01902)
C (1.34843, 0.29568, 0.32618)
N (0.00830, 0.73917, -0.15827)
C (1.42387, 0.61850, 1.84000)
N (1.11732, 2.02320, 2.14752)
H (1.56188, -2.57677, -1.62238)
H (1.56798, -0.88025, -2.10570)
H (0.05150, -1.30981, -1.33962)
H (1.39628, -1.73557, 0.87889)
H (2.67698, -1.42551, -0.19034)
H (2.08254, 0.92670, -0.28631)
H (-0.17709, 1.04557, -1.15074)
H (-0.82887, 0.72822, 0.48312)
H (2.42347, 0.39901, 2.25130)
H (0.63635, -0.10428, 2.16327)
H (0.72866, 2.08264, 3.06329)
H (2.05414, 2.44177, 2.15399)
O (-5.60276, -0.72392, -2.34025)
H (-4.74386, -0.31906, -2.39746)
H (-5.52687, -1.64994, -1.96788)

Record 4
Below is a cluster of 2 separate species, C4H14N2O in total at a distorted geometry, with properties calculated with wB97M-V/def2-TZVPD.

**LUMO**: 0.03387 hartree
**ΔE to the lowest compared entry with this formula, charge and spin**: 89.5 kcal/mol
**DFT total energy**: -9399.7272 eV
**Net charge**: 0
**SMILES**: CCNC.CON
**Highest occupied orbital energy**: -8.327 eV

Atoms and positions in Å:
C (1.62522, 0.69731, -0.48019)
C (0.63134, 1.69081, 0.10512)
N (-0.66958, 1.41980, 0.98006)
C (-0.48963, 0.93130, 2.33003)
H (2.47569, 1.24149, -0.90206)
H (2.02409, 0.03235, 0.28769)
H (1.19019, 0.14928, -1.30298)
H (1.15879, 2.34518, 0.80082)
H (0.23849, 2.32184, -0.69651)
H (-1.33278, 0.84800, 0.47143)
H (-1.34431, 1.23595, 2.93475)
H (0.39959, 1.40349, 2.76325)
H (-0.37581, -0.16294, 2.44477)
C (-0.78261, -1.97030, -2.22135)
O (-0.15220, -2.24396, -0.99133)
N (-0.53245, -1.26578, -0.01046)
H (-0.41480, -2.72652, -2.91212)
H (-0.52727, -0.97553, -2.59245)
H (-1.87243, -2.04654, -2.13309)
H (-1.41831, -1.56262, 0.40769)
H (0.16877, -1.36261, 0.71693)

Record 5
Below is a cluster of 2 separate species, C4H14N2O in total at a distorted geometry, with properties calculated with wB97M-V/def2-TZVPD.

**LUMO**: 0.02002 hartree
**ΔE to the lowest compared entry with this formula, charge and spin**: 27.9 kcal/mol
**DFT total energy**: -9402.3984 eV
**Net charge**: 0
**SMILES**: CCCNCN.O
**Highest occupied orbital energy**: -9.276 eV

Atoms and positions in Å:
C (-3.06544, -1.02729, -0.06996)
C (-1.92773, -0.06184, -0.26560)
C (-0.58136, -0.54210, 0.27907)
N (0.50491, 0.13158, -0.40924)
C (1.82785, -0.34728, -0.02703)
N (2.15162, -1.68813, -0.51114)
H (-3.01293, -1.95309, -0.64898)
H (-3.23058, -1.28481, 0.97827)
H (-4.01169, -0.57855, -0.39258)
H (-2.15005, 0.87374, 0.22242)
H (-1.71041, 0.18019, -1.30106)
H (-0.54223, -0.34365, 1.34837)
H (-0.52211, -1.62246, 0.11238)
H (0.51414, 1.11852, -0.18083)
H (1.96415, -0.34986, 1.06299)
H (2.57579, 0.33230, -0.44323)
H (1.48652, -2.34463, -0.11343)
H (1.98050, -1.68599, -1.51201)
O (2.88504, 3.92656, 0.80675)
H (2.92703, 3.24940, 0.11542)
H (1.93699, 4.01739, 0.94942)

Record 6
Below is a cluster of 2 separate species, C4H14N2O2 in total, with properties calculated with wB97M-V/def2-TZVPD.

**LUMO**: 0.02181 hartree
**ΔE to the lowest compared entry with this formula, charge and spin**: 15.7 kcal/mol
**DFT total energy**: -11450.0072 eV
**Net charge**: 0
**SMILES**: NCC[C@@H](N)CO.O
**Highest occupied orbital energy**: -9.192 eV

Atoms and positions in Å:
N (1.95976, -1.49653, 0.07187)
C (1.35249, -0.92277, -1.12980)
C (-0.16984, -0.88422, -1.12209)
C (-0.70753, 0.19857, -0.18497)
N (-0.77566, 1.47044, -0.90624)
C (-2.03974, -0.18946, 0.44219)
O (-2.40470, 0.67759, 1.52130)
H (1.95011, -0.80971, 0.81795)
H (1.37691, -2.25048, 0.41907)
H (1.67136, 0.11045, -1.26505)
H (1.68277, -1.51193, -1.98224)
H (-0.56031, -0.74557, -2.13986)
H (-0.59210, -1.83476, -0.80139)
H (0.02146, 0.34486, 0.62160)
H (-1.29914, 1.33623, -1.77284)
H (-1.31877, 2.15765, -0.38463)
H (-2.83033, -0.03424, -0.29641)
H (-2.10832, -1.23659, 0.75824)
H (-1.63159, 0.99329, 2.01226)
O (1.81529, 1.33291, 1.82579)
H (2.62077, 1.30509, 2.35427)
H (1.98709, 1.98917, 1.14097)